C37H87BBrIN9O5P2 | ωB97M-V with the def2-TZVPD basis set

CARTESIAN COORDINATES (ANGSTROEM)
C1 -0.634 -3.337 1.096
C2 0.528 -2.543 0.446
C3 0.012 -1.335 -0.366
Br1 -0.098 0.162 0.885
C4 0.797 -0.952 -1.643
C5 0.666 0.497 -2.153
C6 -0.658 0.902 -2.813
C7 -1.884 1.088 -1.909
C8 -1.960 2.480 -1.250
C9 -3.396 2.902 -0.912
C10 -4.265 1.812 -0.301
C11 -5.645 2.359 0.152
C12 -6.802 1.784 -0.689
C13 -7.438 0.508 -0.101
C14 -8.965 0.597 0.134
C15 -9.815 -0.283 -0.807
C16 -10.907 -1.108 -0.100
O1 -12.216 -0.664 -0.411
C17 -12.763 -1.335 -1.519
C18 0.517 -1.869 -2.883
C19 -0.792 -2.662 -2.980
C20 -0.882 -3.952 -2.148
N1 1.738 -2.700 -3.125
I1 2.632 -2.152 -4.912
C21 2.591 -2.393 -2.062
N2 3.586 -3.207 -1.805
B1 3.903 -4.463 -2.605
C22 2.964 -5.703 -2.482
O2 5.029 -4.488 -3.370
N3 2.236 -1.305 -1.362
C23 3.219 -0.237 -1.051
C24 4.447 -0.703 -0.273
C25 4.108 -1.352 1.084
O3 4.571 -2.691 1.237
H1 -0.534 -3.328 2.180
H2 -0.622 -4.382 0.794
H3 -1.610 -2.910 0.869
H4 1.109 -3.238 -0.157
H5 1.108 -2.154 1.277
H6 -1.024 -1.538 -0.623
H7 0.922 1.232 -1.392
H8 1.439 0.590 -2.924
H9 -0.474 1.869 -3.285
H10 -0.925 0.232 -3.633
H11 -1.986 0.321 -1.140
H12 -2.771 0.985 -2.541
H13 -1.537 3.184 -1.971
H14 -1.360 2.475 -0.337
H15 -3.872 3.334 -1.797
H16 -3.360 3.713 -0.179
H17 -4.467 1.004 -1.009
H18 -3.753 1.339 0.544
H19 -5.813 2.014 1.173
H20 -5.644 3.446 0.094
H21 -7.554 2.565 -0.811
H22 -6.449 1.558 -1.700
H23 -6.958 0.276 0.853
H24 -7.249 -0.353 -0.745
H25 -9.272 1.631 -0.027
H26 -9.205 0.357 1.170
H27 -9.187 -0.946 -1.405
H28 -10.355 0.350 -1.513
H29 -10.790 -1.056 0.983
H30 -10.823 -2.168 -0.365
H31 -12.126 -1.228 -2.406
H32 -12.904 -2.404 -1.323
H33 -13.729 -0.893 -1.751
H34 0.443 -1.248 -3.770
H35 -1.588 -1.972 -2.695
H36 -0.934 -2.891 -4.035
H37 -1.721 -3.908 -1.457
H38 0.039 -4.195 -1.625
H39 -1.098 -4.793 -2.806
H40 4.192 -2.990 -1.019
H41 2.493 -5.779 -1.501
H42 3.496 -6.625 -2.709
H43 2.158 -5.609 -3.219
H44 4.814 -4.744 -4.274
H45 3.563 0.209 -1.988
H46 2.744 0.542 -0.463
H47 5.092 -1.326 -0.890
H48 5.044 0.188 -0.074
H49 3.032 -1.301 1.263
H50 4.582 -0.769 1.871
H51 3.892 -3.305 0.944
O4 -5.013 5.877 0.923
P1 -4.055 6.659 1.732
N4 -3.059 7.477 0.647
C26 -1.716 7.945 0.923
C27 -3.785 8.407 -0.209
N5 -3.122 5.431 2.524
C28 -1.952 4.878 1.861
C29 -3.989 4.358 3.003
N6 -4.139 7.768 3.030
C30 -3.219 7.636 4.153
C31 -5.510 8.006 3.515
H52 -1.696 8.848 1.550
H53 -1.231 8.188 -0.024
H54 -1.104 7.188 1.394
H55 -4.008 9.352 0.305
H56 -4.724 7.963 -0.537
H57 -3.196 8.627 -1.101
H58 -2.133 4.639 0.805
H59 -1.651 3.960 2.372
H60 -1.092 5.536 1.929
H61 -4.284 3.669 2.203
H62 -4.905 4.763 3.437
H63 -3.472 3.797 3.785
H64 -3.425 6.768 4.785
H65 -3.324 8.541 4.757
H66 -2.186 7.588 3.820
H67 -5.919 7.146 4.060
H68 -6.175 8.220 2.677
H69 -5.529 8.874 4.174
O5 9.207 -1.815 1.078
P2 9.038 -3.281 1.060
N7 8.773 -3.768 2.647
C32 9.032 -5.092 3.177
C33 7.581 -3.177 3.240
N8 10.574 -3.872 0.543
C34 11.623 -4.149 1.521
C35 11.099 -3.045 -0.542
N9 8.064 -4.395 0.183
C36 8.646 -5.620 -0.348
C37 7.219 -3.746 -0.821
H70 8.274 -5.830 2.875
H71 9.026 -5.037 4.267
H72 10.006 -5.465 2.897
H73 6.663 -3.694 2.926
H74 7.499 -2.128 2.956
H75 7.650 -3.218 4.328
H76 11.737 -3.357 2.270
H77 12.573 -4.262 0.997
H78 11.458 -5.094 2.028
H79 11.544 -2.113 -0.181
H80 10.307 -2.777 -1.245
H81 11.853 -3.610 -1.094
H82 9.329 -5.450 -1.186
H83 7.818 -6.246 -0.693
H84 9.172 -6.178 0.421
H85 7.799 -3.376 -1.677
H86 6.700 -2.896 -0.373
H87 6.456 -4.428 -1.203

Properties
- molar mass (g mol⁻¹) = 1017.7
- total charge = +1
- HOMO energy (eV) = -9.95
- lowest unoccupied orbital energy (eV) = -4.46

Löwdin atomic charge list, values in e, 4 entries: atom 1 (C): -0.09, atom 2 (C): -0.28, atom 3 (C): -0.57, atom 4 (Br): 0.87